Record 1
{"formula": "H16O8", "method": "ωB97M-V/def2-TZVPD", "elements": ["O", "H", "H", "O", "H", "H", "O", "H", "H", "O", "H", "H", "O", "H", "H", "O", "H", "H", "O", "H", "H", "O", "H", "H"], "xyz": [[0.598, -2.152, -0.368], [1.081, -2.092, -1.222], [1.280, -1.973, 0.277], [-1.503, -1.867, 2.201], [-1.466, -0.938, 1.910], [-1.740, -2.280, 1.357], [-0.971, 1.422, -2.253], [-1.089, 1.812, -3.089], [-0.410, 1.971, -1.711], [0.963, 2.682, -0.850], [1.565, 3.343, -0.435], [1.497, 1.978, -1.188], [0.713, -0.733, 3.169], [0.966, -1.135, 4.015], [-0.103, -1.122, 2.861], [-0.645, 0.124, 0.340], [-0.262, -0.686, -0.004], [-1.010, 0.605, -0.447], [1.345, 1.543, 1.832], [0.845, 1.220, 1.069], [1.204, 0.718, 2.411], [-1.255, -1.084, -3.252], [-1.117, -0.282, -2.802], [-0.487, -1.073, -3.823]], "gap_ev": 9.96, "max_force_ev_per_a": 2.3, "lumo_energy_ev": 0.1, "energy_ha": -611.50894, "smiles": "O.O.O.O.O.O.O.O", "relative_energy_kj_mol": 193.4}


Record 2
{"formula": "C37H77N3O10", "method": "ωB97M-V/def2-TZVPD", "elements": ["C", "C", "O", "N", "C", "H", "H", "H", "H", "H", "H", "H", "C", "C", "O", "N", "C", "H", "H", "H", "H", "H", "H", "H", "C", "C", "O", "N", "C", "H", "H", "H", "H", "H", "H", "H", "C", "C", "C", "O", "C", "H", "H", "H", "H", "H", "H", "H", "H", "C", "C", "C", "O", "C", "H", "H", "H", "H", "H", "H", "H", "H", "C", "C", "C", "O", "C", "H", "H", "H", "H", "H", "H", "H", "H", "C", "C", "C", "O", "C", "H", "H", "H", "H", "H", "H", "H", "H", "C", "C", "C", "O", "C", "H", "H", "H", "H", "H", "H", "H", "H", "C", "C", "C", "O", "C", "H", "H", "H", "H", "H", "H", "H", "H", "C", "C", "C", "O", "C", "H", "H", "H", "H", "H", "H", "H", "H"], "xyz": [[-2.216, -4.028, 0.800], [-3.394, -3.643, 1.677], [-4.453, -4.265, 1.640], [-3.095, -2.708, 2.582], [-4.037, -2.462, 3.651], [-1.461, -3.243, 0.737], [-2.707, -4.092, -0.181], [-1.815, -5.035, 0.892], [-2.202, -2.251, 2.538], [-5.003, -2.230, 3.203], [-3.719, -1.627, 4.280], [-4.212, -3.247, 4.392], [-2.714, 0.054, -1.717], [-3.521, -1.006, -2.422], [-3.674, -2.081, -1.859], [-4.116, -0.654, -3.569], [-4.847, -1.606, -4.384], [-2.324, 0.817, -2.386], [-1.873, -0.503, -1.304], [-3.279, 0.476, -0.889], [-4.071, 0.273, -3.952], [-4.872, -2.623, -3.987], [-4.311, -1.753, -5.323], [-5.914, -1.395, -4.466], [-0.969, -2.344, 7.018], [-0.932, -0.960, 6.409], [-0.873, -0.819, 5.194], [-1.039, 0.087, 7.245], [-1.011, 1.424, 6.710], [-1.069, -3.079, 6.226], [-1.852, -2.468, 7.654], [-0.137, -2.550, 7.693], [-0.905, -0.122, 8.219], [-1.283, 2.144, 7.483], [-1.737, 1.607, 5.919], [-0.033, 1.681, 6.302], [4.885, -1.662, -1.015], [5.891, -2.533, -1.738], [7.182, -2.178, -0.950], [6.677, -2.078, 0.382], [5.311, -1.673, 0.441], [3.901, -2.121, -1.149], [4.862, -0.703, -1.540], [6.055, -2.383, -2.807], [5.641, -3.582, -1.566], [7.555, -1.227, -1.336], [7.870, -3.018, -0.943], [5.201, -0.668, 0.854], [4.713, -2.407, 0.982], [-0.913, 3.964, -2.821], [-1.605, 4.018, -1.439], [-3.080, 3.825, -1.746], [-3.034, 2.954, -2.871], [-1.960, 3.278, -3.708], [0.076, 3.510, -2.819], [-0.762, 4.998, -3.145], [-1.417, 4.957, -0.912], [-1.125, 3.260, -0.817], [-3.470, 4.810, -2.025], [-3.603, 3.325, -0.936], [-2.256, 3.894, -4.569], [-1.605, 2.352, -4.176], [0.113, 1.268, 1.274], [1.272, 0.661, 0.472], [0.639, -0.546, -0.202], [-0.211, -1.082, 0.805], [-0.784, 0.059, 1.489], [-0.331, 2.073, 0.689], [0.441, 1.714, 2.213], [2.022, 0.397, 1.223], [1.758, 1.382, -0.186], [1.441, -1.224, -0.501], [0.155, -0.244, -1.135], [-1.188, -0.095, 2.491], [-1.739, 0.215, 0.962], [4.318, 4.741, -2.498], [4.611, 3.254, -2.481], [3.351, 2.634, -1.821], [2.799, 3.721, -1.072], [3.493, 4.946, -1.233], [3.710, 4.933, -3.387], [5.185, 5.401, -2.528], [5.458, 3.077, -1.815], [4.767, 2.964, -3.520], [3.709, 1.803, -1.220], [2.619, 2.404, -2.594], [4.130, 5.214, -0.382], [2.758, 5.747, -1.327], [-4.313, 3.141, 3.488], [-4.076, 4.571, 3.077], [-3.005, 4.581, 1.982], [-2.827, 3.141, 1.737], [-3.125, 2.399, 2.918], [-5.253, 2.793, 3.054], [-4.430, 2.933, 4.556], [-3.922, 5.222, 3.945], [-4.991, 5.033, 2.694], [-2.023, 5.001, 2.194], [-3.372, 4.931, 1.020], [-2.237, 2.450, 3.559], [-3.374, 1.364, 2.691], [1.320, -5.623, -0.063], [2.082, -4.616, 0.789], [1.189, -4.692, 2.020], [0.908, -6.052, 2.226], [0.846, -6.703, 0.936], [1.941, -6.148, -0.796], [0.501, -5.165, -0.619], [2.051, -3.629, 0.328], [3.102, -4.993, 0.873], [0.293, -4.117, 1.765], [1.618, -4.246, 2.918], [-0.183, -7.013, 0.742], [1.453, -7.607, 0.983], [0.616, -0.236, -5.259], [2.054, -0.063, -5.760], [2.838, -0.401, -4.469], [1.956, -0.025, -3.403], [0.666, 0.349, -3.874], [0.197, -1.241, -5.206], [-0.048, 0.318, -5.932], [2.260, 0.964, -6.056], [2.288, -0.757, -6.565], [3.767, 0.156, -4.374], [2.984, -1.481, -4.478], [0.542, 1.436, -3.788], [-0.105, -0.073, -3.222]], "gap_ev": 9.14, "max_force_ev_per_a": 2.6, "lumo_energy_ev": 0.5, "energy_ha": -2372.52407, "smiles": "CNC(C)=O.CNC(C)=O.CNC(C)=O.C1CCOC1.C1CCOC1.C1CCOC1.C1CCOC1.C1CCOC1.C1CCOC1.C1CCOC1", "relative_energy_kj_mol": 0.0}


Record 3
{"formula": "ClH2NO2P", "method": "ωB97M-V/def2-TZVPD", "elements": ["N", "O", "O", "P", "Cl", "H", "H"], "xyz": [[1.750, 0.397, 0.147], [-1.472, -1.091, 0.846], [-1.185, -1.092, -1.756], [-1.041, -0.462, -0.391], [-1.765, 1.490, -0.453], [2.022, -0.394, 0.801], [1.692, 1.152, 0.808]], "gap_ev": [8.55, 6.64], "total_charge": -1, "max_force_ev_per_a": 2.7, "lumo_energy_ev": [3.4, 3.3], "energy_ha": -1008.05146, "relative_energy_kj_mol": 329.0}


Record 4
{"formula": "C35H62ClNO13P2", "method": "ωB97M-V/def2-TZVPD", "elements": ["C", "C", "C", "O", "C", "C", "O", "C", "C", "C", "C", "Cl", "C", "C", "C", "C", "C", "O", "C", "C", "C", "O", "N", "C", "C", "C", "C", "C", "C", "O", "H", "H", "H", "H", "H", "H", "H", "H", "H", "H", "H", "H", "H", "H", "H", "H", "H", "H", "H", "H", "H", "H", "H", "H", "H", "H", "H", "H", "H", "H", "H", "H", "O", "P", "O", "C", "C", "O", "C", "C", "O", "C", "C", "H", "H", "H", "H", "H", "H", "H", "H", "H", "H", "H", "H", "H", "H", "H", "O", "P", "O", "C", "C", "O", "C", "C", "O", "C", "C", "H", "H", "H", "H", "H", "H", "H", "H", "H", "H", "H", "H", "H", "H", "H"], "xyz": [[-1.286, 0.679, 4.419], [-0.348, -0.499, 4.080], [0.258, -0.369, 2.666], [1.633, 0.103, 2.711], [1.756, 1.168, 1.867], [1.622, 2.511, 2.294], [1.387, 2.692, 3.643], [2.652, 2.510, 4.360], [2.629, 1.316, 5.330], [1.748, 3.593, 1.407], [1.606, 5.046, 1.846], [2.358, 5.450, 3.428], [0.121, 5.529, 1.840], [0.137, 7.063, 2.137], [2.013, 3.359, 0.032], [2.200, 4.453, -1.015], [0.898, 4.855, -1.745], [0.644, 4.340, -2.805], [2.143, 2.043, -0.367], [2.022, 0.957, 0.533], [2.262, -0.325, -0.274], [1.827, -1.426, -0.092], [3.088, 0.139, -1.353], [4.459, 0.562, -0.984], [5.566, -0.335, -1.617], [6.931, 0.270, -1.142], [7.478, -0.453, 0.135], [7.977, 0.371, -2.272], [2.461, 1.397, -1.738], [2.243, 1.814, -2.834], [-0.857, 1.662, 4.189], [-2.258, 0.577, 3.915], [-1.488, 0.653, 5.502], [0.460, -0.607, 4.817], [-0.938, -1.426, 4.140], [0.184, -1.346, 2.168], [-0.336, 0.354, 2.090], [2.760, 3.416, 4.974], [3.499, 2.515, 3.666], [3.237, 1.551, 6.215], [3.148, 0.472, 4.849], [1.626, 0.968, 5.584], [2.113, 5.675, 1.107], [-0.384, 5.024, 2.672], [-0.325, 5.341, 0.857], [1.052, 7.517, 1.725], [0.148, 7.249, 3.214], [-0.710, 7.553, 1.637], [2.853, 4.036, -1.794], [2.746, 5.328, -0.631], [0.203, 5.634, -1.358], [4.689, 1.585, -1.326], [4.657, 0.561, 0.102], [5.481, -0.366, -2.707], [5.448, -1.315, -1.135], [6.727, 1.306, -0.814], [7.223, 0.149, 1.019], [8.576, -0.401, 0.070], [7.111, -1.480, 0.213], [8.769, 1.055, -1.928], [8.367, -0.625, -2.511], [7.539, 0.874, -3.148], [-2.730, -6.780, -1.650], [-1.906, -5.735, -2.334], [-1.151, -6.588, -3.515], [-1.917, -7.066, -4.618], [-2.327, -5.940, -5.550], [-0.679, -5.653, -1.238], [-0.843, -6.072, 0.114], [-0.246, -7.449, 0.309], [-1.456, -4.292, -2.984], [-0.799, -3.248, -2.241], [0.694, -3.307, -2.473], [-2.794, -7.611, -4.256], [-1.285, -7.774, -5.154], [-3.030, -5.262, -5.060], [-2.807, -6.335, -6.447], [-1.460, -5.348, -5.844], [-1.888, -6.039, 0.418], [-0.308, -5.350, 0.739], [-0.673, -8.169, -0.390], [-0.415, -7.807, 1.327], [0.829, -7.426, 0.121], [-1.051, -3.287, -1.183], [-1.178, -2.297, -2.622], [1.115, -4.274, -2.207], [1.201, -2.537, -1.893], [0.919, -3.153, -3.531], [-4.286, -0.118, 1.398], [-5.275, 0.504, 0.463], [-5.372, -0.598, -0.745], [-6.017, -1.846, -0.493], [-7.522, -1.690, -0.377], [-4.264, 1.594, -0.250], [-3.065, 2.027, 0.385], [-1.877, 1.298, -0.202], [-6.591, 1.332, -0.084], [-6.603, 2.747, -0.327], [-6.378, 3.018, -1.799], [-5.602, -2.306, 0.408], [-5.780, -2.496, -1.336], [-7.788, -1.111, 0.512], [-8.008, -2.664, -0.305], [-7.923, -1.157, -1.239], [-3.119, 1.906, 1.466], [-2.967, 3.100, 0.191], [-2.000, 0.215, -0.136], [-0.956, 1.577, 0.316], [-1.767, 1.536, -1.262], [-5.885, 3.271, 0.301], [-7.594, 3.112, -0.048], [-5.446, 2.582, -2.156], [-6.359, 4.091, -1.991], [-7.178, 2.570, -2.392]], "gap_ev": 9.22, "max_force_ev_per_a": 7.3, "lumo_energy_ev": -0.2, "energy_ha": -3546.57978, "smiles": "CCCOc1c(OCC)c([C@H](Cl)CC)c(CC=O)c2c1C(=O)N(CCC(C)C)C2=O.CCOP(=O)(OCC)OCC.CCOP(=O)(OCC)OCC"}


Record 5
{"formula": "CHN3O2", "method": "ωB97M-V/def2-TZVPD", "elements": ["O", "C", "N", "N", "N", "O", "H"], "xyz": [[0.521, 0.538, 1.863], [0.412, 0.296, 0.693], [-0.664, -0.358, 0.087], [-0.525, -0.442, -1.228], [0.551, 0.050, -1.583], [1.234, 0.553, -0.351], [-1.530, -0.637, 0.519]], "gap_ev": 11.68, "max_force_ev_per_a": 1.1, "lumo_energy_ev": 0.6, "energy_ha": -353.39971, "smiles": "O=c1[nH]nno1", "relative_energy_kj_mol": 87.8}


Record 6
{"formula": "C2H7NS", "method": "ωB97M-V/def2-TZVPD", "elements": ["S", "H", "C", "C", "N", "H", "H", "H", "H", "H", "H"], "xyz": [[-1.684, -0.292, 1.018], [-2.787, -0.952, 0.634], [1.559, -0.602, -1.407], [1.257, 1.236, -0.030], [0.708, 0.271, -0.625], [1.580, -0.353, -2.471], [1.242, -1.645, -1.288], [2.593, -0.656, -1.023], [2.351, 1.374, -0.098], [0.774, 1.781, 0.792], [-0.297, -0.638, 0.876]], "gap_ev": 9.58, "max_force_ev_per_a": 2.8, "lumo_energy_ev": 0.9, "energy_ha": -533.24447, "smiles": "C=NC.S", "relative_energy_kj_mol": 225.7}


Record 7
{"formula": "C5H12N2", "method": "ωB97M-V/def2-TZVPD", "elements": ["C", "C", "C", "C", "N", "C", "N", "H", "H", "H", "H", "H", "H", "H", "H", "H", "H", "H", "H"], "xyz": [[-1.093, 0.983, 0.925], [0.207, 0.191, 1.055], [0.596, -0.485, -0.238], [1.130, 0.246, -1.222], [1.402, -0.094, -2.539], [0.073, -1.876, -0.541], [-1.346, 1.709, 2.195], [-1.059, 1.724, 0.129], [-1.895, 0.267, 0.705], [0.994, 0.851, 1.426], [0.036, -0.564, 1.826], [1.380, 1.283, -1.037], [2.165, 0.394, -2.966], [1.211, -0.996, -2.931], [-0.834, -2.152, -0.008], [0.827, -2.614, -0.261], [-0.102, -1.993, -1.609], [-2.277, 2.119, 2.162], [-1.418, 1.008, 2.929]], "gap_ev": 8.70, "max_force_ev_per_a": 1.1, "lumo_energy_ev": 1.0, "energy_ha": -307.19582, "smiles": "C/C(=C\\N)CCN", "relative_energy_kj_mol": 88.0}


Record 8
{"formula": "C54H52Br6N8O16", "method": "ωB97M-V/def2-TZVPD", "elements": ["Br", "C", "C", "Br", "H", "H", "H", "H", "Br", "C", "C", "Br", "H", "H", "H", "H", "Br", "C", "C", "Br", "H", "H", "H", "H", "C", "C", "C", "C", "C", "C", "N", "O", "O", "H", "H", "H", "H", "H", "C", "C", "C", "C", "C", "C", "N", "O", "O", "H", "H", "H", "H", "H", "C", "C", "C", "C", "C", "C", "N", "O", "O", "H", "H", "H", "H", "H", "C", "C", "C", "C", "C", "C", "N", "O", "O", "H", "H", "H", "H", "H", "C", "C", "C", "C", "C", "C", "N", "O", "O", "H", "H", "H", "H", "H", "C", "C", "C", "C", "C", "C", "N", "O", "O", "H", "H", "H", "H", "H", "C", "C", "C", "C", "C", "C", "N", "O", "O", "H", "H", "H", "H", "H", "C", "C", "C", "C", "C", "C", "N", "O", "O", "H", "H", "H", "H", "H"], "xyz": [[2.065, -2.148, 6.416], [0.663, -3.287, 5.561], [-0.521, -3.506, 6.477], [-1.661, -4.841, 5.555], [1.172, -4.228, 5.371], [0.447, -2.869, 4.584], [-1.080, -2.596, 6.670], [-0.243, -4.006, 7.397], [1.385, -4.748, -4.450], [1.928, -2.888, -4.495], [2.659, -2.584, -3.199], [3.274, -0.716, -3.239], [1.113, -2.183, -4.637], [2.634, -2.763, -5.313], [3.544, -3.183, -3.014], [1.999, -2.683, -2.339], [1.400, -1.127, 2.634], [0.402, -0.213, 1.175], [0.675, -0.955, -0.105], [0.030, 0.025, -1.673], [0.599, 0.857, 1.153], [-0.638, -0.257, 1.488], [0.391, -2.007, -0.111], [1.749, -1.072, -0.268], [-4.127, 6.690, 0.252], [-3.970, 5.770, -0.779], [-3.180, 4.665, -0.621], [-2.482, 4.498, 0.558], [-2.624, 5.401, 1.600], [-3.450, 6.527, 1.454], [-1.627, 3.303, 0.718], [-1.813, 2.412, -0.076], [-0.727, 3.336, 1.524], [-4.777, 7.556, 0.214], [-4.541, 5.942, -1.681], [-3.108, 3.960, -1.437], [-2.116, 5.249, 2.542], [-3.620, 7.199, 2.280], [2.920, 5.565, 1.869], [4.123, 5.481, 1.151], [4.617, 4.249, 0.733], [3.909, 3.121, 1.091], [2.722, 3.145, 1.806], [2.244, 4.393, 2.150], [4.457, 1.801, 0.772], [3.725, 0.845, 0.788], [5.639, 1.743, 0.511], [2.607, 6.480, 2.352], [4.629, 6.403, 0.899], [5.510, 4.177, 0.132], [2.107, 2.271, 1.957], [1.320, 4.453, 2.718], [-2.507, -7.802, -2.904], [-3.375, -6.895, -3.500], [-3.129, -5.538, -3.334], [-2.003, -5.087, -2.698], [-1.055, -5.992, -2.213], [-1.355, -7.348, -2.277], [-1.723, -3.653, -2.568], [-0.716, -3.298, -1.994], [-2.496, -2.882, -3.115], [-2.679, -8.858, -3.067], [-4.218, -7.238, -4.080], [-3.871, -4.823, -3.669], [-0.102, -5.631, -1.865], [-0.630, -8.020, -1.835], [3.491, -3.496, 0.224], [2.287, -4.198, 0.294], [2.196, -5.424, -0.353], [3.316, -5.998, -0.953], [4.493, -5.261, -1.010], [4.578, -3.971, -0.495], [3.266, -7.382, -1.384], [4.104, -7.727, -2.193], [2.375, -8.092, -0.978], [3.613, -2.545, 0.731], [1.442, -3.767, 0.811], [1.273, -5.982, -0.299], [5.414, -5.693, -1.382], [5.482, -3.382, -0.476], [-3.398, -0.948, 0.437], [-2.719, -1.598, 1.448], [-3.190, -1.437, 2.753], [-4.262, -0.613, 3.029], [-4.938, 0.014, 1.975], [-4.552, -0.212, 0.668], [-4.682, -0.448, 4.426], [-5.743, 0.114, 4.613], [-3.965, -0.887, 5.303], [-3.005, -1.166, -0.552], [-1.892, -2.237, 1.175], [-2.755, -1.962, 3.597], [-5.800, 0.649, 2.136], [-5.055, 0.340, -0.114], [-0.003, 0.910, 5.880], [-0.451, 1.811, 4.943], [-1.625, 2.545, 5.198], [-2.339, 2.338, 6.338], [-1.907, 1.414, 7.302], [-0.797, 0.668, 7.001], [-3.604, 3.054, 6.603], [-3.948, 3.819, 5.727], [-4.210, 2.824, 7.605], [0.964, 0.449, 5.734], [0.031, 1.961, 3.987], [-1.863, 3.353, 4.527], [-2.445, 1.353, 8.236], [-0.535, -0.169, 7.640], [1.274, 3.342, -1.584], [1.410, 4.534, -0.891], [2.400, 5.456, -1.223], [3.361, 5.073, -2.136], [3.310, 3.849, -2.796], [2.207, 3.036, -2.587], [4.565, 5.895, -2.251], [4.700, 6.840, -1.498], [5.370, 5.619, -3.115], [0.434, 2.671, -1.457], [0.672, 4.903, -0.188], [2.401, 6.406, -0.712], [4.079, 3.550, -3.494], [1.990, 2.156, -3.176], [-2.188, -0.857, -6.307], [-1.752, -0.476, -7.557], [-0.619, 0.306, -7.724], [0.048, 0.768, -6.596], [-0.400, 0.412, -5.343], [-1.476, -0.435, -5.180], [1.233, 1.611, -6.758], [1.563, 1.967, -7.867], [1.818, 1.956, -5.738], [-3.111, -1.405, -6.179], [-2.377, -0.693, -8.415], [-0.339, 0.725, -8.681], [0.154, 0.818, -4.505], [-1.860, -0.636, -4.189]], "gap_ev": 8.54, "max_force_ev_per_a": 1.8, "lumo_energy_ev": -1.0, "energy_ha": -19174.17468, "smiles": "O=[N+]([O-])c1ccccc1.O=[N+]([O-])c1ccccc1.O=[N+]([O-])c1ccccc1.O=[N+]([O-])c1ccccc1.O=[N+]([O-])c1ccccc1.O=[N+]([O-])c1ccccc1.O=[N+]([O-])c1ccccc1.O=[N+]([O-])c1ccccc1.BrCCBr.BrCCBr.BrCCBr", "relative_energy_kj_mol": 0.0}